No. 1
A cluster of 9 separate species, C9H37O9 in total in a non-equilibrium geometry, computed with ωB97M-V/def2-TZVPD.

```
! RIJCOSX wB97M-V def2-TZVPD def2/J DEFGRID3
* xyz 1 1
O 2.737 -13.655 14.946
H 3.628 -13.850 14.530
H 2.635 -14.149 15.803
H 1.999 -13.991 14.355
O 0.641 -14.138 13.374
H 0.210 -15.003 13.431
H -0.011 -13.565 12.953
O 3.269 -16.317 13.669
H 4.131 -16.704 13.874
H 3.262 -16.228 12.707
O 5.130 -13.894 13.723
H 5.870 -13.425 14.127
H 5.521 -14.401 13.002
O 1.919 -16.379 16.083
H 2.534 -16.770 16.714
H 2.399 -16.388 15.236
O 4.358 -14.155 17.012
H 5.219 -13.659 16.991
H 4.310 -14.513 17.905
C 2.761 -11.579 11.415
C 1.971 -12.290 10.336
C 1.531 -11.309 9.248
O 2.798 -13.295 9.709
H 3.034 -12.209 12.265
H 2.175 -10.732 11.779
H 3.703 -11.178 11.035
H 1.061 -12.734 10.765
H 2.374 -10.827 8.757
H 0.857 -10.575 9.696
H 0.963 -11.879 8.506
H 2.496 -13.341 8.798
C 1.626 -10.234 17.903
C 0.772 -11.190 17.092
C 0.464 -10.723 15.679
O 1.325 -12.501 17.064
H 1.639 -10.436 18.977
H 1.326 -9.190 17.804
H 2.667 -10.318 17.569
H -0.194 -11.260 17.612
H -0.302 -9.947 15.707
H 0.020 -11.540 15.107
H 1.317 -10.344 15.114
H 1.555 -12.757 17.963
C 7.590 -10.291 17.398
C 6.255 -11.041 17.276
C 5.528 -10.700 15.983
O 6.508 -12.461 17.288
H 8.049 -10.507 18.365
H 7.434 -9.214 17.338
H 8.353 -10.579 16.670
H 5.685 -10.819 18.175
H 6.123 -10.924 15.094
H 5.261 -9.641 15.970
H 4.602 -11.276 15.912
H 7.062 -12.664 16.525
*
```

The strongest force on any atom is 1.52 eV/A. The calculation puts the energy above the lowest of the compared OMol25 structures with the same formula, charge and spin at 14.9 kJ/mol. The highest occupied orbital energy is -12.6 eV.

=====

No. 2
A structure of composition C58H60F2N5OP2PbSSi in a non-equilibrium geometry, computed with ωB97M-V/def2-TZVPD.

```
! RIJCOSX wB97M-V def2-TZVPD def2/J DEFGRID3
* xyz 1 1
Pb 0.364 0.019 0.314
C 3.091 -0.440 4.129
C 2.298 0.079 2.970
N 1.301 -0.578 2.464
N 0.873 -1.716 2.984
C -0.269 -2.169 2.460
O -0.951 -1.533 1.616
C -0.702 -3.499 2.912
C -1.892 -4.035 2.424
C -2.265 -5.319 2.770
C -1.458 -6.076 3.606
C -0.284 -5.539 4.112
C 0.095 -4.258 3.766
C 2.596 1.367 2.372
C 3.649 2.176 2.826
C 3.838 3.424 2.269
C 2.977 3.856 1.266
C 1.987 2.990 0.846
N 1.799 1.789 1.371
H 2.734 -1.440 4.364
H 4.148 -0.491 3.873
H 2.974 0.191 5.008
H -2.499 -3.432 1.766
H -3.184 -5.735 2.387
H -1.739 -7.087 3.859
H 0.336 -6.122 4.775
H 1.011 -3.828 4.138
H 4.314 1.821 3.594
H 4.646 4.054 2.605
H 3.078 4.832 0.825
H 1.308 3.263 0.048
C 4.081 -1.178 -3.157
Si 3.469 -1.498 -1.370
C 3.920 0.067 -0.389
C 4.476 -2.901 -0.540
N 1.762 -1.783 -1.229
C 1.197 -2.900 -1.701
C 1.878 -3.887 -2.467
C 1.294 -5.072 -2.838
C -0.017 -5.365 -2.478
C -0.745 -4.420 -1.775
C -0.159 -3.224 -1.431
F -0.940 -2.311 -0.817
H 5.069 -0.729 -3.131
H 3.423 -0.494 -3.686
H 4.152 -2.083 -3.752
H 4.944 0.348 -0.614
H 3.863 -0.124 0.677
H 3.291 0.920 -0.613
H 5.526 -2.643 -0.449
H 4.411 -3.837 -1.083
H 4.090 -3.080 0.459
H 2.889 -3.685 -2.772
H 1.860 -5.791 -3.413
H -0.460 -6.306 -2.761
H -1.771 -4.595 -1.488
C -7.857 1.419 0.430
S -6.995 2.944 0.919
C -6.129 3.366 -0.639
C -4.630 3.108 -0.577
C -4.329 1.646 -0.239
N -2.913 1.296 -0.221
P -1.933 1.461 1.178
C -2.655 0.448 2.506
C -2.025 0.605 3.739
C -2.400 -0.169 4.818
C -3.404 -1.113 4.670
C -4.013 -1.291 3.441
C -3.636 -0.518 2.357
C -2.367 3.125 1.833
C -3.419 3.294 2.729
C -3.761 4.558 3.172
C -3.049 5.662 2.732
C -1.990 5.499 1.853
C -1.649 4.236 1.404
P -1.999 0.857 -1.612
C -2.576 2.010 -2.935
C -1.826 3.169 -3.120
C -2.147 4.062 -4.125
C -3.223 3.804 -4.960
C -3.975 2.653 -4.784
C -3.654 1.756 -3.780
C -2.750 -0.682 -2.244
C -3.644 -1.475 -1.540
C -4.050 -2.691 -2.061
C -3.526 -3.148 -3.260
C -2.605 -2.375 -3.951
C -2.231 -1.144 -3.452
H -8.510 1.157 1.255
H -7.141 0.621 0.258
H -8.449 1.608 -0.461
H -6.311 4.426 -0.806
H -6.601 2.795 -1.437
H -4.187 3.757 0.179
H -4.193 3.365 -1.543
H -4.830 1.004 -0.973
H -4.736 1.442 0.758
H -1.236 1.340 3.835
H -1.905 -0.046 5.769
H -3.708 -1.714 5.513
H -4.777 -2.044 3.322
H -4.093 -0.680 1.395
H -3.977 2.439 3.081
H -4.588 4.675 3.855
H -3.323 6.648 3.075
H -1.432 6.361 1.518
H -0.826 4.106 0.715
H -0.981 3.357 -2.470
H -1.556 4.956 -4.260
H -3.472 4.496 -5.750
H -4.812 2.453 -5.436
H -4.240 0.855 -3.667
H -3.999 -1.159 -0.572
H -4.771 -3.291 -1.526
H -3.831 -4.106 -3.655
H -2.173 -2.741 -4.870
H -1.534 -0.525 -4.002
F 3.881 4.762 -6.341
C 3.260 3.891 -5.541
C 2.330 3.010 -6.091
C 1.670 2.138 -5.266
C 1.920 2.120 -3.863
C 1.241 1.265 -3.022
C 2.903 3.020 -3.354
C 3.561 3.892 -4.180
H 2.148 3.032 -7.153
H 0.945 1.448 -5.668
H 1.442 1.261 -1.965
H 0.516 0.561 -3.384
H 3.128 2.994 -2.298
H 4.304 4.577 -3.806
*
```

The strongest force on any atom is 2.22 eV/A. The calculation puts the energy above the lowest of the compared OMol25 structures with the same formula, charge and spin at 68.0 kJ/mol. The highest occupied orbital energy (spin up / spin down) is -10.0 / -9.3 eV.

=====

No. 3
A structure of composition C42H42BN2O3P2S4SeZr in a non-equilibrium geometry, computed with ωB97M-V/def2-TZVPD.

```
! RIJCOSX wB97M-V def2-TZVPD def2/J DEFGRID3
* xyz 1 1
Zr -0.005 0.120 0.405
O 4.617 0.459 5.560
C 3.817 0.445 4.666
S 4.253 0.472 2.941
C 2.620 0.505 2.335
C 1.629 0.484 3.227
S -0.103 0.529 2.881
S 2.056 0.426 4.918
S 2.470 0.559 0.575
C -0.119 3.164 -2.477
C 0.823 2.005 -2.855
P 0.224 0.330 -2.453
C -0.918 -0.132 -3.789
C -2.076 -0.860 -3.528
C -2.911 -1.263 -4.567
C -2.585 -0.937 -5.873
C -1.413 -0.236 -6.144
C -0.577 0.156 -5.111
C 1.678 -0.708 -2.864
C 1.463 -1.992 -3.367
C 2.535 -2.817 -3.667
C 3.837 -2.377 -3.451
C 4.059 -1.108 -2.938
C 2.983 -0.276 -2.646
C 0.327 3.893 -1.203
P -0.125 3.004 0.336
C 1.005 3.713 1.594
C 2.360 3.887 1.317
C 3.235 4.333 2.301
C 2.766 4.603 3.578
C 1.417 4.431 3.865
C 0.544 3.990 2.880
C -1.755 3.705 0.810
C -2.623 2.934 1.587
C -3.850 3.428 2.010
C -4.239 4.711 1.651
C -3.386 5.494 0.885
C -2.154 4.996 0.472
H -1.149 2.817 -2.370
H -0.144 3.874 -3.303
H 1.770 2.119 -2.333
H 1.053 2.023 -3.913
H -2.314 -1.157 -2.517
H -3.804 -1.839 -4.352
H -3.235 -1.240 -6.686
H -1.142 -0.004 -7.167
H 0.352 0.659 -5.345
H 0.456 -2.357 -3.528
H 2.353 -3.808 -4.069
H 4.677 -3.024 -3.681
H 5.070 -0.757 -2.764
H 3.191 0.707 -2.244
H -0.080 4.894 -1.160
H 1.408 4.005 -1.212
H 2.761 3.648 0.340
H 4.288 4.458 2.068
H 3.448 4.942 4.350
H 1.041 4.637 4.862
H -0.499 3.851 3.127
H -2.327 1.946 1.904
H -4.498 2.813 2.621
H -5.199 5.103 1.973
H -3.673 6.503 0.613
H -1.508 5.645 -0.102
C 0.151 -5.195 -0.314
C 1.272 -4.265 0.107
C 2.607 -4.822 -0.329
O 1.057 -3.011 -0.602
B 0.520 -2.091 0.267
O 0.487 -2.565 1.578
C 1.206 -3.847 1.609
C 2.560 -3.538 2.217
C 0.428 -4.792 2.493
H 0.199 -5.329 -1.396
H -0.826 -4.773 -0.066
H 0.238 -6.177 0.159
H 2.560 -5.087 -1.388
H 2.854 -5.725 0.238
H 3.406 -4.093 -0.196
H 3.097 -2.796 1.620
H 3.178 -4.436 2.302
H 2.412 -3.123 3.216
H -0.614 -4.871 2.182
H 0.458 -4.434 3.525
H 0.872 -5.792 2.471
Se -3.066 0.929 -0.810
N -2.158 -0.228 0.245
C -3.057 -0.770 1.079
C -2.766 -1.732 2.092
C -3.803 -2.170 2.840
C -5.164 -1.714 2.653
C -5.479 -0.812 1.708
C -4.414 -0.306 0.885
N -4.599 0.583 -0.067
H -1.754 -2.084 2.248
H -3.604 -2.897 3.621
H -5.944 -2.113 3.291
H -6.491 -0.458 1.552
*
```

The strongest force on any atom is 1.98 eV/A. The calculation puts the energy above the lowest of the compared OMol25 structures with the same formula, charge and spin at 37.4 kJ/mol. The highest occupied orbital energy is -9.7 eV.

=====

Question: What is the formula in the third record?
Answer: C42H42BN2O3P2S4SeZr

=====

Question: What is the strongest force on any atom in the second record?
Answer: 2.22 eV/A

=====

Question: What is the strongest force on any atom in the first record?
Answer: 1.52 eV/A